[1]
C6H9N as an isolated structure. Source: the OMol25 dataset; level of theory: ωB97M-V/def2-TZVPD.

Geometry as XYZ:
```
16
Properties=species:S:1:pos:R:3:nbo_charge:R:1
C -0.393 -1.010 -0.180 -0.054
H -0.189 3.149 0.051 0.216
H 1.952 1.003 -1.343 0.218
H -0.078 2.509 1.698 0.229
C 0.371 2.466 0.702 -0.637
C -0.992 -2.312 0.273 -0.617
H -1.966 -2.147 0.742 0.225
H 1.398 2.840 0.768 0.219
C 1.146 0.497 -0.821 -0.255
N -0.556 0.172 0.646 -0.474
H 1.063 -1.505 -1.783 0.223
C 0.353 1.060 0.185 0.122
C 0.679 -0.789 -1.064 -0.253
H -1.120 -2.997 -0.571 0.220
H -0.346 -2.799 1.012 0.220
H -1.323 -0.138 -0.314 0.399
```

Calculated values
**Maximum force**: 0.007 hartree/bohr
**Calculated total energy**: -288.70612 Eh
**Energy above the lowest of the compared OMol25 structures with the same formula, charge and spin**: 2.066 eV
**E_HOMO**: -0.3157 Ha
**Total charge**: 0

***

[2]
C19H23F3O5V as an isolated structure in a non-equilibrium geometry. Source: the OMol25 dataset; level of theory: ωB97M-V/def2-TZVPD.

Geometry as XYZ:
```
51
Properties=species:S:1:pos:R:3:lowdin_spin:R:1
C -1.230 7.654 3.631 -0.001
C 0.660 6.100 3.072 0.001
F -1.488 8.845 3.077 -0.001
H 2.114 4.620 2.541 -0.001
O 1.208 -2.087 0.415 0.019
O -1.221 -1.185 -0.412 0.028
H -0.939 0.599 3.725 0.000
C -1.141 6.399 1.485 0.002
H -3.108 1.517 0.048 0.000
C 0.288 -3.016 -0.124 0.004
H -1.617 -2.712 0.929 0.000
C 1.068 3.636 0.392 -0.055
H 1.138 6.373 4.000 0.000
O 0.109 -0.306 2.188 0.015
H -1.772 -3.147 -0.788 0.000
H 1.735 -3.200 2.085 0.001
H -3.178 -0.831 -1.016 0.000
C 0.378 -1.604 2.684 0.003
C 1.871 1.252 -0.361 -0.125
C -0.530 6.708 2.696 -0.012
H -2.001 1.241 -1.323 0.001
H 0.576 -3.122 -1.176 0.001
C -2.219 0.966 -0.285 0.006
C 1.500 2.578 -0.012 -0.002
O 2.331 0.458 0.519 -0.049
C -0.595 5.429 0.668 -0.011
H 1.199 0.183 -2.098 -0.005
C -1.200 1.609 1.826 0.004
C -1.056 0.330 2.665 0.003
H 1.974 1.757 -2.478 -0.001
C -1.182 -2.558 -0.070 0.003
H 2.378 -1.526 1.920 0.000
F -2.424 7.139 4.004 -0.001
C 0.564 4.764 1.072 -0.006
H -2.143 2.121 2.050 0.000
H -0.527 -2.229 2.641 0.000
H -0.356 2.264 2.068 0.000
H 2.977 0.371 -1.969 -0.003
H -2.050 6.910 1.206 0.000
H 0.385 -3.990 0.372 0.000
C -2.472 -0.548 -0.221 0.005
V 0.504 -0.085 0.135 2.178
C 2.023 0.885 -1.827 -0.016
H -1.069 5.166 -0.266 -0.001
C 1.498 -2.168 1.800 0.004
O -1.070 1.375 0.434 0.021
H -2.915 -0.838 0.744 0.001
F -0.554 7.881 4.761 0.000
H 0.717 -1.551 3.728 0.000
H -1.934 -0.332 2.571 0.000
C 1.203 5.127 2.261 -0.012
```

Calculated values
**Maximum force**: 0.060 hartree/bohr
**Calculated total energy**: -2357.29752 Eh
**E_HOMO (spin up / spin down)**: -0.3826 / -0.3516 Ha
**Spin multiplicity**: 3
**Total charge**: +1

***

[3]
C13H8ClNO4RuS as an isolated structure in a non-equilibrium geometry. Source: the OMol25 dataset; level of theory: ωB97M-V/def2-TZVPD.

Geometry as XYZ:
```
29
Properties=species:S:1:pos:R:3:lowdin_spin:R:1
H 11.501 5.237 3.999 0.011
S 12.118 11.260 3.195 0.238
C 16.449 11.234 4.017 0.019
C 13.748 11.320 3.589 0.020
Cl 6.344 4.700 3.041 0.119
C 11.195 6.248 3.745 0.317
O 13.916 8.904 3.502 0.196
H 6.042 7.399 3.528 0.005
C 7.515 5.893 3.471 0.277
C 9.343 7.964 3.507 0.213
C 11.860 9.108 5.075 0.162
O 10.005 8.983 3.025 0.256
C 8.868 5.538 3.647 0.231
C 15.793 12.454 4.016 0.004
C 9.835 6.580 3.653 0.133
H 17.515 11.204 4.116 0.001
H 7.722 9.278 3.953 0.003
H 16.176 9.062 3.973 0.000
C 8.021 8.246 3.854 0.137
N 14.452 10.130 3.675 0.020
O 12.229 6.955 3.509 0.296
H 9.148 4.489 3.572 0.007
C 14.420 12.532 3.817 0.020
H 16.400 13.322 4.156 0.000
H 13.842 13.468 3.850 0.000
Ru 12.028 8.928 3.163 2.113
C 7.102 7.227 3.680 0.164
C 15.775 10.059 3.933 0.005
O 11.626 9.332 6.158 0.035
```

Calculated values
**Maximum force**: 0.109 hartree/bohr
**Calculated total energy**: -1808.73134 Eh
**E_HOMO (spin up / spin down)**: -0.3394 / -0.4606 Ha
**Spin multiplicity**: 6
**Total charge**: +1

***

[4]
C24H34AsF6MoN4O7S4 as an isolated structure. Source: the OMol25 dataset; level of theory: ωB97M-V/def2-TZVPD.

Geometry as XYZ:
```
81
Properties=species:S:1:pos:R:3:lowdin_spin:R:1
N 0.396 -2.511 1.294 0.009
F 3.311 -0.181 6.146 0.000
H 2.223 4.119 1.000 0.000
As 0.068 -0.100 -3.615 0.000
H 0.786 -3.302 1.776 0.000
C -4.399 -0.425 2.940 0.000
O 0.954 -0.285 3.217 0.023
C 3.163 3.639 0.722 0.000
C -2.065 -2.140 -3.686 0.000
H 2.889 1.939 -2.081 0.000
H 3.982 4.104 1.272 0.000
H -3.272 -2.601 3.859 0.000
H -1.205 -1.354 -1.875 0.000
F 5.444 -1.239 4.141 0.000
C 5.132 -2.301 3.398 0.000
S -0.199 2.342 1.986 0.005
H -0.829 -3.640 -2.785 0.000
H 1.448 -2.189 -3.213 0.000
C -2.517 4.387 -0.763 0.000
F 1.734 1.248 5.757 0.000
S 3.455 -2.108 2.662 0.001
C -1.521 -1.022 -2.864 0.000
O 2.270 1.649 -0.126 0.028
H -1.254 4.581 3.097 0.000
O 0.982 -0.671 -0.628 0.020
S 1.548 -0.953 4.343 0.001
H -2.039 4.807 -1.652 -0.001
H -0.994 -0.622 -5.923 0.000
C -1.602 3.426 -0.059 0.017
C -3.048 -1.914 -4.649 0.000
H 3.109 4.612 -1.255 0.000
O 3.240 -3.342 1.956 0.000
H -4.825 -1.034 3.736 0.000
H -1.434 1.006 -5.353 0.000
S -1.043 2.090 -1.056 0.080
H -1.676 -5.479 -4.188 0.000
H -5.089 -0.375 2.099 0.000
H -3.426 3.878 -1.097 0.000
C -1.227 3.539 1.221 0.039
C -1.585 -3.442 -3.536 0.000
H 4.021 1.652 0.967 0.000
O 0.684 -1.450 5.372 0.001
C 3.052 2.154 0.988 0.008
H -1.117 -3.598 3.118 0.000
H 1.478 2.890 -1.575 0.002
H 2.530 1.898 1.904 0.004
H -3.441 -0.911 -4.773 0.000
H 0.605 -2.346 -4.778 0.000
H -2.810 5.211 -0.113 0.001
N 2.591 -2.053 3.966 0.000
C -1.692 4.676 2.105 0.004
C -1.504 -2.693 2.680 -0.001
H -2.779 4.675 2.218 0.001
F 6.036 -2.407 2.419 0.000
C -0.750 -1.988 1.687 0.010
H -4.293 -2.743 -6.182 0.000
C -0.628 0.275 -5.420 0.000
C -2.436 -0.340 1.517 0.004
N -3.141 -1.021 2.526 0.000
H -4.230 0.589 3.299 0.000
C -3.529 -2.946 -5.442 0.000
H 4.411 3.437 -1.028 0.000
C 2.459 2.532 -1.273 0.006
H 0.940 -2.045 0.562 0.004
O -2.961 0.623 1.007 0.008
C -2.663 -2.153 3.085 0.005
C -2.063 -4.477 -4.325 0.000
F 3.332 0.981 4.320 0.000
H 0.181 0.712 -6.006 0.000
O 3.525 -0.887 1.911 0.003
C -3.036 -4.234 -5.286 0.000
Mo 0.282 0.641 0.254 1.692
H -2.258 -0.231 -2.723 0.000
H 2.041 -1.305 -4.620 0.000
H -3.411 -5.042 -5.902 0.000
H -1.402 5.650 1.701 0.002
C 3.368 3.660 -0.792 0.001
C 2.543 0.350 5.190 0.000
F 5.215 -3.391 4.161 0.000
C 1.142 -1.664 -4.118 0.001
N -1.178 -0.815 1.182 0.018
```

Calculated values
**Maximum force**: 0.012 hartree/bohr
**Calculated total energy**: -6176.70784 Eh
**Energy above the lowest of the compared OMol25 structures with the same formula, charge and spin**: 0.000 eV
**E_HOMO (spin up / spin down)**: -0.1511 / -0.1605 Ha
**Spin multiplicity**: 3
**Total charge**: -1

***

[5]
C24H24ClN8O4PRu as an isolated structure. Source: the OMol25 dataset; level of theory: ωB97M-V/def2-TZVPD.

Geometry as XYZ:
```
63
Properties=species:S:1:pos:R:3:lowdin_spin:R:1
C -1.595 -1.895 2.397 0.015
H 2.738 1.444 -0.891 0.000
H -0.548 2.357 -3.139 0.001
N 0.918 1.617 -4.431 0.014
N -0.878 2.093 1.029 0.137
C -0.667 2.337 2.339 0.015
H -2.068 -3.642 6.755 0.000
N -1.284 -0.571 2.058 0.247
C -0.090 1.403 -3.410 0.015
Ru -0.561 0.007 0.234 3.827
H -1.073 2.885 -0.868 0.004
H -2.154 -4.976 0.326 0.001
C -1.870 -2.828 6.071 0.000
C -1.822 -2.883 0.235 0.014
H -1.553 -1.421 7.653 0.000
C -1.123 0.174 3.234 0.015
O 2.683 -1.481 2.302 0.017
C -1.577 -1.566 6.582 0.000
H -1.081 0.494 6.122 0.000
H 2.180 0.588 -5.718 0.000
C -2.198 -4.256 -1.704 0.003
H -0.525 5.200 -0.208 0.001
N -1.676 -1.792 -0.545 0.136
H 4.043 0.906 -4.219 0.000
C -1.355 -0.734 4.381 0.005
O 3.247 -0.726 0.130 0.007
N -0.824 1.404 3.357 0.059
C -0.534 4.412 0.530 0.015
H -0.138 3.755 3.825 0.001
C -1.909 -3.059 4.698 -0.001
C -1.848 -1.920 -1.876 0.020
C -0.238 4.655 1.870 0.004
C -1.645 -1.984 3.876 0.005
C 1.974 2.526 -3.981 0.001
H -2.132 -4.034 4.288 0.000
H 1.524 3.458 -3.633 0.000
H 0.767 -0.336 -5.180 0.000
H 2.611 2.746 -4.838 0.000
C -0.841 3.127 0.163 0.020
N 2.365 -0.260 -3.832 0.012
N -1.798 -2.885 1.624 0.058
H -2.242 -3.151 -3.568 0.001
C 3.379 0.696 -3.380 0.001
C 1.569 -0.770 -2.733 0.011
C 1.542 0.364 -4.863 0.001
N 2.809 1.967 -2.923 0.012
H 0.831 -1.486 -3.103 0.000
P 0.658 0.625 -1.876 0.049
Cl 2.214 -0.905 1.099 0.008
C 2.087 1.822 -1.675 0.010
H 2.195 -1.271 -1.998 0.000
H -1.768 -1.004 -2.451 0.004
O 1.121 -1.723 0.509 0.093
H -2.385 -5.223 -2.151 0.000
H 3.957 0.251 -2.570 0.000
C -1.313 -0.490 5.738 -0.001
C -2.111 -3.114 -2.496 0.016
H 0.034 5.648 2.202 0.000
C -2.064 -4.132 -0.342 0.014
H 1.685 2.786 -1.355 0.000
O 1.553 0.403 1.360 0.094
C -0.318 3.619 2.769 0.013
H -0.878 0.754 -3.797 0.001
```

Calculated values
**Maximum force**: 0.018 hartree/bohr
**Calculated total energy**: -2563.88392 Eh
**E_HOMO (spin up / spin down)**: -0.3988 / -0.4157 Ha
**Spin multiplicity**: 6
**Total charge**: +1